one.
The following is a quantum chemistry calculation of a 2-piece molecular cluster, C4H12N2S overall, from OMol25.

Computed properties:
M	120.2	g/mol
Kohn-Sham gap	8.535	eV
lowest unoccupied orbital energy	0.984	eV
structure (SMILES)	N/C=C/N.CCS

```
19
C4H12N2S ωB97M-V/def2-TZVPD
S 0.02600 -0.73539 2.30412
H 1.94606 1.89678 -0.71702
C -1.45802 0.28141 2.02624
H -1.16050 1.32873 2.03814
H 0.08836 -1.33202 -3.16680
N 1.81721 0.95795 -0.36305
C 0.57306 0.48544 -2.39861
H -2.09950 0.09206 2.88629
N 0.10484 -0.35703 -3.42825
H 0.61101 -0.40269 1.14836
C -2.18022 -0.05802 0.72917
H -3.05158 0.59064 0.61538
H -1.51192 0.09821 -0.11912
H -0.80930 -0.08809 -3.76589
H 0.31425 1.53454 -2.49654
H 2.70573 0.64079 -0.00062
H 1.57968 -0.96260 -1.28093
C 1.32204 0.08720 -1.37337
H -2.50749 -1.09710 0.72676
```

=====

two.
The following is a quantum chemistry calculation of one molecule with the formula C4H12N2S, from OMol25.

Computed properties:
M	120.2	g/mol
Kohn-Sham gap	10.125	eV
lowest unoccupied orbital energy	1.051	eV
structure (SMILES)	NC[C@H](N)CCS

```
19
C4H12N2S ωB97M-V/def2-TZVPD
H -0.28561 1.08803 -1.77786
H -0.32689 -2.10702 -1.83637
H -0.75528 -3.31218 1.05930
H 1.72049 0.52806 1.46792
H 0.31189 3.03296 0.30512
H -1.09550 0.34188 0.68705
N 0.74738 0.74587 1.56865
C 0.37026 -1.09515 0.04816
H 0.62741 -1.75658 0.88994
C -0.65806 -1.82873 -0.84105
C -0.03295 0.35783 0.39524
H 1.37178 -1.04132 -0.39400
H 1.23942 1.32155 -0.93171
S -1.10840 -3.51055 -0.21432
H 0.58306 1.66985 1.92608
H -1.18355 2.72711 -0.22869
C 0.15576 1.27261 -0.79500
N -0.20048 2.68434 -0.48917
H -1.48073 -1.11855 -0.83929
```

=====

Compare the structures above. Which one is the least stable? one is.